This record from the Open Molecules 2025 dataset describes a structure of composition C18H11Cl5N4O2PdS. The level of theory is the ωB97M-V functional and the def2-TZVPD basis.

XYZ file:
```
42
Properties=species:S:1:pos:R:3:lowdin_charge:R:1
Pd -0.5139 0.2614 -0.1881 0.9578
Cl -5.0283 -1.6340 -3.0306 0.6739
Cl -2.4866 -2.0261 -1.4082 0.7218
Cl -2.0174 3.3939 -0.9904 0.7202
Cl -4.5381 3.6869 -2.6098 0.6701
Cl -6.0828 1.2187 -3.6569 0.6830
S 0.7170 -6.9296 2.0933 0.6934
O 0.1093 2.1288 0.1447 -0.3020
O 1.1795 -0.0594 0.8957 -0.2390
N -0.0756 -2.0714 0.0341 -0.0982
N 1.6844 -6.7798 -0.3226 0.0849
N 1.2299 2.0803 0.8725 -0.1901
N 1.7750 1.0201 1.2524 0.0073
C 3.5100 4.6402 2.2787 -0.0760
C -2.2235 0.6672 -1.2306 -0.2636
C -2.7600 1.9296 -1.5299 -0.6736
C 1.8125 3.3495 1.2134 -0.1582
C 1.0513 -6.1559 0.6823 -0.8183
C -2.9917 -0.3985 -1.7254 -0.6830
C 0.5648 -2.7454 -0.9139 -0.1522
C 0.9580 -4.0623 -0.7597 0.0016
C -4.6411 1.0145 -2.7447 -0.7187
C 0.6738 -4.7274 0.4319 -0.2086
C -3.9345 2.1087 -2.2694 -0.7124
C -4.1637 -0.2586 -2.4634 -0.7205
C 0.0090 -4.0060 1.4187 -0.0206
C 2.8914 5.8051 1.8421 -0.0831
C -0.3399 -2.6903 1.1813 -0.1202
C 2.9775 3.4015 1.9685 -0.0179
C 1.1807 4.4980 0.7668 -0.0049
C 1.7320 5.7293 1.0892 -0.0665
H 0.2803 4.4181 0.1790 0.0752
H -0.8471 -2.1065 1.9382 0.1215
H -0.2289 -4.4778 2.3601 0.0807
H 3.3161 6.7684 2.0903 0.1043
H 3.4504 2.4910 2.3035 0.1082
H 1.9093 -6.3334 -1.1921 0.0869
H 0.7683 -2.2129 -1.8339 0.1181
H 4.4162 4.6932 2.8668 0.1060
H 1.4741 -4.5226 -1.5899 0.1054
H 1.9565 -7.7386 -0.1888 0.0989
H 1.2458 6.6322 0.7451 0.1084
```

Values from the calculation:
Highest occupied orbital energy: -8.7 eV
Max |F|: 0.88 eV Å⁻¹
Kohn-Sham gap: 7.76 eV